(1)
# C30H59F5N2O5PbSbSi7Te

A structure of composition C30H59F5N2O5PbSbSi7Te in a non-equilibrium geometry (ωB97M-V/def2-TZVPD, the Open Molecules 2025 dataset).

CARTESIAN COORDINATES (ANGSTROEM)
Pb (0.49, 0.22, -2.64)
C (-3.47, -1.05, -3.17)
C (-2.30, -1.83, -3.64)
N (-1.03, -1.55, -3.40)
C (-0.28, -2.56, -3.96)
C (-1.12, -3.47, -4.54)
N (-2.38, -2.98, -4.33)
C (-0.97, -4.77, -5.25)
O (0.25, -5.21, -5.42)
O (-1.97, -5.34, -5.62)
C (1.21, -2.58, -3.83)
O (1.84, -3.47, -4.41)
O (1.73, -1.68, -3.08)
H (-3.18, -0.47, -2.30)
H (-4.29, -1.71, -2.91)
H (-3.82, -0.36, -3.94)
H (-3.21, -3.47, -4.67)
H (0.94, -4.57, -5.08)
F (7.19, 1.84, -1.43)
C (5.87, 1.98, -1.41)
C (5.24, 2.97, -2.14)
F (5.96, 3.83, -2.86)
C (3.86, 3.08, -2.14)
F (3.30, 4.05, -2.89)
C (3.02, 2.22, -1.40)
O (1.71, 2.30, -1.43)
C (3.72, 1.27, -0.64)
F (2.99, 0.45, 0.15)
C (5.09, 1.13, -0.64)
F (5.66, 0.17, 0.10)
C (-2.04, 2.13, 3.39)
Si (-2.76, 2.33, 1.66)
C (-3.90, 3.82, 1.58)
C (-3.77, 0.81, 1.15)
Sb (-0.62, 2.63, 0.14)
Si (-1.42, 3.75, -2.10)
C (-2.38, 5.24, -1.44)
C (-2.68, 2.57, -2.88)
C (-0.11, 4.21, -3.36)
Si (1.11, 4.37, 1.08)
C (0.10, 5.22, 2.43)
C (2.62, 3.51, 1.79)
C (1.45, 5.60, -0.30)
H (-2.77, 1.72, 4.09)
H (-1.72, 3.09, 3.78)
H (-1.17, 1.46, 3.39)
H (-4.63, 3.76, 2.40)
H (-4.47, 3.86, 0.65)
H (-3.37, 4.77, 1.69)
H (-4.57, 0.63, 1.88)
H (-3.16, -0.09, 1.08)
H (-4.25, 0.97, 0.18)
H (-3.29, 4.92, -0.93)
H (-2.67, 5.88, -2.28)
H (-1.80, 5.85, -0.75)
H (-3.43, 2.25, -2.15)
H (-2.20, 1.68, -3.30)
H (-3.20, 3.08, -3.69)
H (0.10, 5.28, -3.36)
H (-0.44, 3.94, -4.37)
H (0.82, 3.69, -3.16)
H (-0.02, 4.58, 3.30)
H (-0.89, 5.51, 2.08)
H (0.61, 6.13, 2.75)
H (3.05, 4.11, 2.59)
H (3.38, 3.37, 1.02)
H (2.37, 2.53, 2.20)
H (0.55, 6.17, -0.55)
H (1.80, 5.11, -1.21)
H (2.22, 6.30, 0.02)
C (3.43, -2.86, -0.06)
Si (2.72, -2.72, 1.67)
C (2.89, -4.36, 2.63)
C (3.47, -1.32, 2.67)
Si (0.32, -2.53, 1.59)
Te (-0.24, -0.12, 0.03)
Si (-0.74, -2.09, 3.69)
C (-2.56, -1.59, 3.67)
C (0.23, -0.76, 4.63)
C (-0.61, -3.74, 4.60)
Si (-0.81, -4.08, 0.16)
C (-1.20, -5.57, 1.26)
C (-2.44, -3.36, -0.49)
C (0.31, -4.61, -1.27)
H (4.47, -2.52, -0.07)
H (2.89, -2.25, -0.78)
H (3.42, -3.89, -0.42)
H (3.90, -4.77, 2.49)
H (2.18, -5.11, 2.28)
H (2.74, -4.22, 3.70)
H (4.56, -1.41, 2.70)
H (3.11, -1.31, 3.70)
H (3.24, -0.35, 2.22)
H (-2.71, -0.61, 3.22)
H (-2.95, -1.55, 4.69)
H (-3.17, -2.31, 3.11)
H (0.58, 0.03, 3.97)
H (1.11, -1.20, 5.12)
H (-0.39, -0.31, 5.41)
H (-1.30, -4.48, 4.20)
H (-0.84, -3.61, 5.66)
H (0.40, -4.17, 4.53)
H (-1.95, -5.33, 2.01)
H (-0.31, -5.92, 1.79)
H (-1.58, -6.40, 0.67)
H (-3.12, -3.14, 0.33)
H (-2.94, -4.04, -1.17)
H (-2.24, -2.42, -1.02)
H (1.05, -5.33, -0.93)
H (0.84, -3.76, -1.69)
H (-0.26, -5.08, -2.07)

* orbital gap: 5.43 eV
* LUMO: -4.6 eV
* charge: +1
* total energy: -4891.189544 Eh
* highest occupied orbital energy: -0.3679 Eh

---

(2)
# C6H9ClN2

A cluster of 2 separate species, C6H9ClN2 in total in a non-equilibrium geometry (ωB97M-V/def2-TZVPD, the Open Molecules 2025 dataset).

CARTESIAN COORDINATES (ANGSTROEM)
C (0.33, 1.52, 0.87)
C (-0.18, 2.73, 0.37)
C (0.54, 1.61, -1.42)
C (0.84, 0.84, -0.27)
C (-0.23, -1.80, 1.04)
C (1.64, -1.52, -0.33)
N (-0.01, 2.77, -0.93)
N (0.48, -2.23, -0.13)
Cl (2.48, -1.65, -1.84)
H (0.34, 1.07, 1.85)
H (-0.45, 3.59, 0.96)
H (0.76, 1.32, -2.44)
H (-0.74, -2.54, 1.55)
H (0.64, -1.52, 1.62)
H (-0.78, -0.85, 0.85)
H (2.15, -1.19, 0.52)
H (-0.40, 3.65, -1.44)
H (-0.05, -2.38, -1.01)

* orbital gap (spin up / spin down): 8.12 / 8.12 eV
* LUMO (spin up / spin down): 0.7 / 0.7 eV
* total energy: -803.568935 Eh
* highest occupied orbital energy (spin up / spin down): -0.2722 / -0.2721 Eh

---

(3)
# C24H28FN3O5

An isolated molecule of C24H28FN3O5 (ωB97M-V/def2-TZVPD, the Open Molecules 2025 dataset).

CARTESIAN COORDINATES (ANGSTROEM)
C (-6.29, -2.31, 2.29)
O (-5.86, -2.18, 0.95)
C (-4.57, -1.86, 0.71)
C (-3.60, -1.65, 1.68)
C (-2.30, -1.34, 1.33)
C (-1.95, -1.23, -0.01)
C (-0.59, -0.86, -0.46)
O (-0.39, -0.33, -1.54)
N (0.41, -1.19, 0.41)
C (1.80, -0.94, 0.27)
C (2.64, -1.97, 0.41)
C (4.09, -2.01, 0.33)
C (4.95, -0.96, 0.69)
C (6.32, -1.10, 0.59)
C (6.88, -2.29, 0.15)
C (6.06, -3.35, -0.19)
C (4.70, -3.19, -0.09)
F (3.91, -4.24, -0.43)
C (2.20, 0.52, 0.12)
O (2.79, 1.10, 1.02)
N (1.87, 1.07, -1.05)
C (2.17, 2.45, -1.36)
C (0.93, 3.24, -1.85)
N (-0.06, 3.68, -0.91)
C (0.33, 4.61, 0.12)
C (0.57, 3.95, 1.48)
O (-0.57, 3.20, 1.87)
C (-0.82, 2.18, 0.93)
C (-1.09, 2.76, -0.46)
C (-2.92, -1.42, -0.99)
C (-4.22, -1.74, -0.66)
O (-5.23, -1.96, -1.54)
C (-4.95, -1.83, -2.91)
H (-7.35, -2.56, 2.24)
H (-6.17, -1.37, 2.84)
H (-5.75, -3.10, 2.81)
H (-3.85, -1.72, 2.73)
H (-1.58, -1.15, 2.11)
H (0.17, -1.86, 1.13)
H (2.19, -2.95, 0.52)
H (4.53, -0.04, 1.06)
H (6.96, -0.28, 0.88)
H (7.96, -2.39, 0.08)
H (6.47, -4.29, -0.54)
H (1.24, 0.57, -1.66)
H (2.60, 2.91, -0.47)
H (2.92, 2.47, -2.16)
H (0.42, 2.64, -2.61)
H (1.31, 4.14, -2.35)
H (1.22, 5.16, -0.20)
H (-0.50, 5.33, 0.24)
H (0.71, 4.70, 2.26)
H (1.45, 3.29, 1.45)
H (-1.70, 1.64, 1.29)
H (0.04, 1.50, 0.91)
H (-1.20, 1.95, -1.18)
H (-2.03, 3.33, -0.42)
H (-2.61, -1.31, -2.02)
H (-5.89, -2.04, -3.42)
H (-4.19, -2.56, -3.24)
H (-4.61, -0.82, -3.16)

* orbital gap: 7.93 eV
* LUMO: 0.2 eV
* SMILES string: COc1ccc(C(=O)N/C(=C/c2ccccc2F)C(=O)NCCN2CCOCC2)cc1OC
* total energy: -1571.655059 Eh
* highest occupied orbital energy: -0.2833 Eh

---

(4)
# CH7N2O2PS

A cluster of 2 separate species, CH7N2O2PS in total in a non-equilibrium geometry (ωB97M-V/def2-TZVPD, the Open Molecules 2025 dataset).

CARTESIAN COORDINATES (ANGSTROEM)
C (0.39, 1.36, 0.89)
N (-0.38, -1.55, -2.14)
N (-0.44, -0.17, -2.10)
O (0.43, -1.24, 0.36)
O (2.52, 0.03, 1.09)
P (-1.86, 0.48, -2.12)
S (1.24, -0.10, 0.02)
H (0.57, 2.08, 0.16)
H (-0.70, 1.26, 1.06)
H (0.94, 1.55, 1.76)
H (-0.68, -1.94, -1.28)
H (0.56, -1.86, -2.52)
H (2.24, -0.47, 1.82)
H (-1.53, 1.79, -1.86)

* orbital gap: 8.04 eV
* LUMO: -0.3 eV
* total energy: -1041.698227 Eh
* highest occupied orbital energy: -0.3070 Eh

---

(5)
# C30H30ClN4O2S2Sn

A structure of composition C30H30ClN4O2S2Sn in a non-equilibrium geometry (ωB97M-V/def2-TZVPD, the Open Molecules 2025 dataset).

CARTESIAN COORDINATES (ANGSTROEM)
Sn (-1.36, -0.27, 1.73)
C (-5.60, 0.63, 2.09)
C (-4.48, -0.40, 1.74)
O (-3.37, -0.16, 2.38)
C (-4.71, -1.49, 1.00)
C (-3.67, -2.37, 0.53)
C (-4.11, -3.61, -0.12)
N (-2.39, -2.03, 0.66)
N (-1.55, -2.97, 0.05)
C (-0.26, -2.56, 0.03)
O (0.15, -1.41, 0.55)
C (0.69, -3.49, -0.65)
C (0.23, -4.51, -1.41)
C (1.05, -5.40, -2.03)
C (2.43, -5.39, -1.84)
C (2.94, -4.39, -1.03)
C (2.08, -3.45, -0.43)
H (-5.28, 1.17, 2.98)
H (-5.72, 1.40, 1.36)
H (-6.55, 0.15, 2.28)
H (-5.64, -1.51, 0.45)
H (-5.04, -3.90, 0.40)
H (-4.26, -3.51, -1.20)
H (-3.44, -4.49, 0.03)
H (-0.79, -4.79, -1.58)
H (0.62, -6.22, -2.63)
H (3.08, -6.13, -2.37)
H (4.00, -4.35, -0.83)
H (2.54, -2.82, 0.31)
S (3.47, 3.39, -3.12)
C (3.07, 2.83, -1.63)
N (2.84, 1.51, -1.42)
C (2.24, 1.09, -0.14)
C (1.20, 2.07, 0.22)
N (1.82, 3.44, 0.30)
C (1.15, 4.35, 1.27)
C (1.08, 3.69, 2.65)
C (2.27, 3.31, 3.33)
C (2.30, 2.51, 4.46)
C (1.06, 2.10, 4.94)
C (-0.16, 2.36, 4.33)
C (-0.15, 3.17, 3.20)
C (2.80, 3.77, -0.48)
S (3.84, 5.02, -0.14)
C (2.87, 0.46, -2.49)
C (1.46, 0.33, -2.99)
C (0.96, 1.29, -3.82)
C (-0.42, 1.33, -4.10)
C (-1.20, 0.34, -3.53)
C (-0.72, -0.66, -2.73)
C (0.63, -0.68, -2.52)
H (3.04, 1.06, 0.66)
H (1.69, 0.15, -0.25)
H (0.70, 1.72, 1.17)
H (0.45, 2.06, -0.46)
H (0.14, 4.49, 0.87)
H (1.71, 5.33, 1.28)
H (3.20, 3.71, 2.92)
H (3.21, 2.13, 4.91)
H (1.05, 1.47, 5.81)
H (-1.14, 2.10, 4.67)
H (-1.10, 3.51, 2.78)
H (3.30, -0.40, -2.03)
H (3.58, 0.93, -3.26)
H (1.61, 2.03, -4.26)
H (-0.95, 2.09, -4.77)
H (-2.27, 0.41, -3.66)
H (-1.34, -1.45, -2.25)
H (1.17, -1.38, -1.83)
Cl (-2.04, 1.31, -0.34)

* orbital gap: 7.30 eV
* LUMO: 2.3 eV
* charge: -1
* total energy: -3001.660350 Eh
* highest occupied orbital energy: -0.1827 Eh

---

(6)
# C4H31O12

A structure of composition C4H31O12 in a non-equilibrium geometry (ωB97M-V/def2-TZVPD, the Open Molecules 2025 dataset).

CARTESIAN COORDINATES (ANGSTROEM)
O (-1.79, 0.34, 1.46)
H (-0.95, 0.41, 0.98)
H (-2.22, -0.51, 1.32)
H (-1.77, 0.69, 2.35)
C (-3.60, -2.67, 0.17)
C (-2.33, -2.20, 0.82)
C (-1.39, -1.54, -0.24)
O (-2.40, -1.36, 1.92)
H (-4.15, -1.84, -0.27)
H (-4.19, -3.20, 0.93)
H (-3.39, -3.36, -0.65)
H (-1.91, -3.19, 1.02)
H (-1.93, -0.66, -0.60)
H (-1.16, -2.27, -1.02)
H (-0.45, -1.28, 0.26)
C (0.51, -0.06, -0.10)
O (0.00, 0.75, 0.94)
H (1.19, -0.85, 0.20)
H (-0.34, -0.54, -0.59)
H (1.13, 0.43, -0.84)
O (0.38, 2.64, -0.24)
H (1.15, 2.44, -0.77)
H (0.15, 1.81, 0.18)
O (-0.19, 2.22, 2.09)
H (0.37, 2.16, 2.86)
H (0.19, 1.61, 1.46)
O (0.32, 0.90, -2.30)
H (0.34, 0.92, -3.26)
H (0.85, 1.66, -2.04)
O (0.60, -1.18, -2.52)
H (0.66, -0.23, -2.39)
H (1.16, -1.35, -3.27)
O (3.15, -0.58, 1.45)
H (2.94, -1.28, 0.83)
H (3.65, 0.05, 0.93)
O (3.01, 1.41, 0.73)
H (2.36, 1.12, 1.36)
H (2.53, 1.50, -0.09)
O (-1.54, 0.70, -1.45)
H (-0.87, 0.86, -2.12)
H (-1.34, -0.17, -1.12)
O (1.31, -0.22, 2.47)
H (2.20, -0.33, 2.13)
H (0.86, 0.29, 1.80)
O (1.94, 2.08, -1.44)
H (2.55, 2.68, -1.87)
H (2.37, 1.22, -1.49)

* orbital gap: 4.61 eV
* LUMO: 1.3 eV
* charge: -1
* total energy: -1072.839692 Eh
* highest occupied orbital energy: -0.1217 Eh

---

(7)
# C5H9NO

A cluster of 2 separate species, C5H9NO in total in a non-equilibrium geometry (ωB97M-V/def2-TZVPD, the Open Molecules 2025 dataset).

CARTESIAN COORDINATES (ANGSTROEM)
C (-0.25, -1.33, 0.44)
C (-1.35, -0.69, 0.04)
C (-1.53, 0.69, -0.56)
C (-2.53, -1.51, -0.03)
N (-3.41, -2.24, -0.25)
H (-0.32, -2.30, 0.90)
H (0.73, -0.91, 0.32)
H (-2.47, 1.14, -0.20)
H (-0.71, 1.37, -0.32)
H (-1.62, 0.61, -1.65)
C (2.47, 0.76, -0.26)
O (1.29, 0.95, 0.48)
H (2.86, 1.72, -0.63)
H (2.19, 0.15, -1.12)
H (3.27, 0.23, 0.28)
H (1.41, 1.33, 1.36)

* orbital gap: 10.12 eV
* LUMO: 0.5 eV
* SMILES string: C=C(C)C#N.CO
* total energy: -325.845088 Eh
* highest occupied orbital energy: -0.3548 Eh

---

(8)
# C23H17ClFN5O

An isolated molecule of C23H17ClFN5O in a non-equilibrium geometry (ωB97M-V/def2-TZVPD, the Open Molecules 2025 dataset).

CARTESIAN COORDINATES (ANGSTROEM)
O (-1.33, 7.35, -1.09)
C (-1.65, 6.23, -1.18)
C (-0.48, 5.27, -1.44)
C (-0.93, 4.08, -0.67)
C (-0.26, 2.92, -0.40)
C (-0.80, 1.94, 0.36)
C (-0.04, 0.77, 0.76)
C (-0.20, -0.56, 0.34)
C (-1.24, -1.22, -0.63)
C (-2.45, -0.61, -1.05)
C (-3.49, -1.23, -1.88)
C (-3.25, -2.58, -2.29)
F (-4.22, -3.32, -2.90)
C (-1.94, -3.10, -2.11)
C (-0.97, -2.46, -1.20)
N (0.62, -1.37, 1.08)
C (1.18, -0.60, 2.02)
C (1.90, -0.74, 3.25)
N (2.29, -2.00, 3.64)
C (3.48, -2.29, 4.42)
C (3.57, -3.62, 3.73)
Cl (5.17, -3.78, 3.00)
C (2.45, -3.22, 2.81)
N (2.33, 0.26, 4.13)
C (2.07, 1.53, 3.69)
C (1.38, 1.78, 2.50)
N (0.84, 0.71, 1.79)
C (-2.16, 2.11, 0.81)
C (-2.85, 3.29, 0.44)
C (-2.20, 4.30, -0.28)
N (-2.68, 5.55, -0.58)
H (-0.38, 5.12, -2.51)
H (0.57, 5.51, -1.09)
H (0.76, 2.77, -0.81)
H (-2.82, 0.34, -0.74)
H (-4.39, -0.70, -2.07)
H (-1.71, -4.13, -2.50)
H (-0.14, -3.03, -1.03)
H (3.30, -2.41, 5.45)
H (4.27, -1.64, 4.26)
H (3.28, -4.45, 4.38)
H (2.70, -2.98, 1.72)
H (1.62, -3.93, 2.79)
H (2.51, 2.34, 4.33)
H (1.06, 2.79, 2.22)
H (-2.71, 1.35, 1.34)
H (-3.75, 3.70, 0.84)
H (-3.28, 6.01, 0.09)

* orbital gap: 8.21 eV
* LUMO: 0.3 eV
* SMILES string: O=C1Cc2cc(-c3c(-c4ccc(F)cc4)nc4c(N5CC(Cl)C5)nccn34)ccc2N1
* total energy: -1795.652826 Eh
* highest occupied orbital energy: -0.2907 Eh

---

(9)
# C4H14N2O

A cluster of 2 separate species, C4H14N2O in total in a non-equilibrium geometry (ωB97M-V/def2-TZVPD, the Open Molecules 2025 dataset).

CARTESIAN COORDINATES (ANGSTROEM)
C (2.34, -1.56, -0.90)
C (2.07, -0.10, -1.26)
N (1.31, 0.62, -0.25)
C (-0.09, 0.15, -0.11)
C (-0.47, 0.20, 1.37)
N (-1.82, -0.31, 1.67)
H (2.51, -1.63, 0.17)
H (1.44, -2.17, -1.01)
H (3.09, -2.11, -1.47)
H (2.98, 0.44, -1.53)
H (1.56, -0.05, -2.23)
H (1.78, 0.51, 0.63)
H (-0.67, 0.82, -0.75)
H (-0.20, -0.90, -0.40)
H (-0.35, 1.23, 1.72)
H (0.22, -0.44, 1.93)
H (-1.82, -1.22, 1.21)
H (-2.46, 0.32, 1.21)
O (-3.55, 1.73, -0.05)
H (-3.89, 2.37, -0.69)
H (-3.97, 2.09, 0.74)

* orbital gap: 9.33 eV
* LUMO: 0.7 eV
* SMILES string: CCNCCN.O
* total energy: -345.521650 Eh
* highest occupied orbital energy: -0.3186 Eh

---

(10)
# C22H18N2

A cluster of 2 separate species, C22H18N2 in total in a non-equilibrium geometry (ωB97M-V/def2-TZVPD, the Open Molecules 2025 dataset).

CARTESIAN COORDINATES (ANGSTROEM)
C (0.41, 0.88, 5.84)
C (0.39, -0.52, 5.86)
C (-0.14, -1.25, 4.80)
C (-0.76, -0.58, 3.72)
C (-1.31, -1.32, 2.58)
C (-0.59, -2.40, 2.04)
C (-1.03, -3.21, 1.00)
C (-0.29, -4.31, 0.44)
C (-0.82, -5.06, -0.65)
C (-0.11, -6.10, -1.21)
C (1.16, -6.45, -0.72)
C (1.69, -5.74, 0.37)
C (0.98, -4.69, 0.95)
C (-2.60, -0.91, 2.04)
C (-2.82, -0.79, 0.65)
C (-4.07, -0.37, 0.18)
C (-5.13, -0.16, 1.06)
C (-4.94, -0.33, 2.44)
C (-3.68, -0.66, 2.93)
C (-0.79, 0.83, 3.73)
C (-0.17, 1.55, 4.75)
H (0.87, 1.44, 6.66)
H (0.81, -1.05, 6.71)
H (-0.12, -2.34, 4.81)
H (0.38, -2.61, 2.50)
H (-2.04, -3.06, 0.58)
H (-1.81, -4.79, -1.03)
H (-0.53, -6.65, -2.05)
H (1.73, -7.26, -1.18)
H (2.67, -6.01, 0.76)
H (1.40, -4.16, 1.82)
H (-2.01, -1.01, -0.05)
H (-4.19, -0.20, -0.89)
H (-6.11, 0.14, 0.68)
H (-5.77, -0.21, 3.13)
H (-3.52, -0.80, 4.01)
H (-1.26, 1.37, 2.90)
H (-0.13, 2.63, 4.71)
N (-0.71, -0.93, -1.92)
C (-0.94, -1.46, -3.08)
N (-1.15, -1.99, -4.13)
H (-0.46, 0.07, -2.03)

* orbital gap: 2.92 eV
* LUMO: -2.9 eV
* total energy: -958.514904 Eh
* highest occupied orbital energy: -0.2129 Eh